The following is a quantum chemistry calculation of one molecule with the formula CH4OP2 at a distorted geometry, from the Open Molecules 2025 dataset.

* HOMO: -9.05 eV
* strongest force on any atom: 2.54 eV Å⁻¹
* electronic energy: -798.3815 hartree
* 2S+1: 1
* structure (SMILES): O=PCP
* gap between HOMO and LUMO: 8.39 eV
* net charge: 0
* ΔE to the lowest compared entry with this formula, charge and spin: 21.7 kcal per mole

CARTESIAN COORDINATES (ANGSTROEM)
C 0.25282 0.81541 0.17117
O -2.41532 -0.40074 -0.41288
P -1.46203 -0.35438 0.70081
P 1.02013 -0.57406 -0.82891
H 0.11392 1.68975 -0.43531
H 0.65979 1.35403 1.11976
H 1.82339 -1.10739 0.11197
H 0.00730 -1.42262 -0.42662



The following is a quantum chemistry calculation of one molecule with the formula C3HF6PS2 at a distorted geometry, from the Open Molecules 2025 dataset.

* HOMO: -9.05 eV
* strongest force on any atom: 3.17 eV Å⁻¹
* electronic energy: -1851.7851 hartree
* 2S+1: 1
* structure (SMILES): FC(F)(F)/P=C(/S)SC(F)(F)F
* gap between HOMO and LUMO: 8.09 eV
* net charge: 0
* ΔE to the lowest compared entry with this formula, charge and spin: 2.6 kcal per mole

CARTESIAN COORDINATES (ANGSTROEM)
C 0.18027 0.19373 1.22941
C 1.35742 0.72806 3.83877
C 2.30569 0.11985 -1.25087
F 1.84440 1.88916 3.32551
F 2.25871 -0.20402 3.64495
F 1.18785 0.95471 5.11565
F 2.29264 -1.15360 -1.53819
F 1.35528 0.74439 -2.01049
F 3.46426 0.64336 -1.55441
P -0.28480 0.27326 2.91824
S 1.90781 0.15571 0.63830
S -1.17087 0.08301 0.06641
H -0.66803 -0.89110 -0.77986



The following is a quantum chemistry calculation of an isolated ion of composition C3H4N3 and charge +1 at a distorted geometry, from the Open Molecules 2025 dataset.

* HOMO (spin up / spin down): -13.86 / -13.86 eV
* strongest force on any atom: 3.26 eV Å⁻¹
* electronic energy: -280.5479 hartree
* 2S+1: 1
* gap between HOMO and LUMO (spin up / spin down): 7.17 / 7.17 eV
* net charge: +1
* ΔE to the lowest compared entry with this formula, charge and spin: 50.9 kcal per mole

CARTESIAN COORDINATES (ANGSTROEM)
C -0.51684 -0.88602 -0.18669
C -1.10928 -0.75091 1.07966
C 0.41167 -0.00673 -0.60523
N -0.58028 0.35318 1.61361
N 0.32251 1.02803 1.34457
N 1.26014 0.75740 -1.19873
H -1.10875 -1.56747 -0.81548
H -1.98126 -1.33401 1.42005
H 2.20420 0.79458 -1.00411
H 1.09790 1.61196 -1.64764



The following is a quantum chemistry calculation of C12H8AsCoF6N2OS as an isolated structure at a distorted geometry, from the Open Molecules 2025 dataset.

* HOMO (spin up / spin down): -12.80 / -12.80 eV
* strongest force on any atom: 1.45 eV Å⁻¹
* electronic energy: -5262.4430 hartree
* 2S+1: 2
* gap between HOMO and LUMO (spin up / spin down): 7.14 / 4.80 eV
* net charge: +1
* ΔE to the lowest compared entry with this formula, charge and spin: 26.0 kcal per mole

CARTESIAN COORDINATES (ANGSTROEM)
Co 0.81976 0.53823 0.47557
O -1.00005 -0.10772 0.07972
N -1.40394 -0.97928 0.96351
C -2.71492 -1.06031 1.23715
C -3.17590 -2.01374 2.12112
C -2.29558 -2.90505 2.73451
C -0.95483 -2.81416 2.45510
C -0.47727 -1.82792 1.56943
S 1.14909 -1.61069 1.21279
H -3.33110 -0.34373 0.71648
H -4.23633 -2.04676 2.32503
H -2.66437 -3.65033 3.42342
H -0.22939 -3.47176 2.91132
N 0.38225 0.08828 -6.54515
C 0.62551 0.20656 -5.43255
C 0.92712 0.35339 -4.03299
C 1.56632 -0.69234 -3.36136
C 1.84395 -0.57306 -2.00844
C 1.41642 0.59304 -1.39886
C 0.86904 1.69591 -2.02789
C 0.59577 1.53970 -3.38340
H 1.84572 -1.58929 -3.89585
H 2.37361 -1.35402 -1.48357
H 0.65518 2.62342 -1.51821
H 0.14097 2.35235 -3.93381
F 1.08152 2.57675 0.66655
As 1.04546 2.54017 2.49538
F 2.52377 3.35193 2.58894
F 0.08198 3.92540 2.54798
F 0.96895 2.17152 4.14850
F -0.38877 1.49352 2.22158
F 1.96007 0.98996 2.12799



The following is a quantum chemistry calculation of C13H15Cl5O3PdS4 as an isolated structure at a distorted geometry, from the Open Molecules 2025 dataset.

* HOMO (spin up / spin down): -7.21 / -7.00 eV
* strongest force on any atom: 3.19 eV Å⁻¹
* electronic energy: -4750.9624 hartree
* 2S+1: 3
* gap between HOMO and LUMO (spin up / spin down): 6.48 / 5.32 eV
* net charge: 0
* ΔE to the lowest compared entry with this formula, charge and spin: 439.8 kcal per mole

CARTESIAN COORDINATES (ANGSTROEM)
Pd -0.85376 0.05181 1.07001
C 0.01202 -0.11116 -4.26139
C 1.18058 0.21602 -3.34460
S 0.93476 -0.05306 -1.56411
C 0.35907 -1.76671 -1.49058
C -1.14447 -2.02207 -1.57645
S -2.30455 -0.97676 -0.65666
C -2.50472 0.51656 -1.69692
C -2.62812 0.30126 -3.21084
S -1.35288 1.08121 -4.23817
H -0.38228 -1.11075 -4.08546
H 0.37998 -0.10455 -5.28946
H 1.41299 1.27896 -3.42208
H 2.06370 -0.34281 -3.66389
H 0.74983 -2.16159 -0.55353
H 0.84927 -2.29660 -2.31197
H -1.35161 -3.01332 -1.16751
H -1.46673 -2.04787 -2.61553
H -1.69731 1.21056 -1.48136
H -3.42746 0.95064 -1.30943
H -3.54950 0.76348 -3.56533
H -2.69657 -0.75049 -3.48481
C 3.10443 1.88429 1.71410
S -0.39322 3.22569 1.11391
O -0.48804 4.91366 1.01488
O -1.70889 2.69155 1.32740
O -0.39484 4.12324 -0.22895
H 1.51253 2.29573 3.27711
H 4.14678 2.10139 1.61674
H 1.36908 0.77442 0.60560
Cl 1.57313 1.55325 1.91207
C 1.03524 0.00531 2.85102
C 0.61050 -1.15029 2.27179
C 0.50584 -2.25376 3.08806
Cl -0.04163 -3.76392 2.37929
C 0.83444 -2.23663 4.43431
Cl 0.89778 -3.67672 5.37199
C 1.10621 -0.99989 5.04304
Cl 1.38361 -0.91179 6.73455
C 1.10111 0.13644 4.25124
Cl 1.26370 1.67526 5.14191



The following is a quantum chemistry calculation of one molecule with the formula C7H8N2O at a distorted geometry, from the Open Molecules 2025 dataset.

* HOMO: -7.53 eV
* strongest force on any atom: 3.83 eV Å⁻¹
* electronic energy: -456.1680 hartree
* 2S+1: 1
* structure (SMILES): C1=NN(c2ccoc2)CC1
* gap between HOMO and LUMO: 8.40 eV
* net charge: 0
* ΔE to the lowest compared entry with this formula, charge and spin: 79.2 kcal per mole

CARTESIAN COORDINATES (ANGSTROEM)
C -0.52545 -1.51499 1.09717
C -0.28851 -2.87117 1.04754
C 0.09235 -2.11867 -0.98044
C -0.22543 -1.00766 -0.18800
C 0.77223 1.89071 -1.42529
C 0.39373 2.36319 -0.02820
C -0.55365 1.28952 0.53601
N 0.41853 0.74759 -1.77091
N -0.49508 0.26378 -0.53008
O 0.14959 -3.20699 -0.18237
H -0.68549 -0.91175 1.98394
H -0.08230 -3.46116 1.92356
H 0.37819 -2.36608 -1.97600
H 1.14407 2.51903 -2.17873
H 1.38216 2.46027 0.47016
H -0.11097 3.33180 -0.12361
H -0.13704 0.96711 1.61144
H -1.62693 1.62547 0.71380